A molecular structure, C47H53N6OP2SSr, computed with ωB97M-V/def2-TZVPD.

Its molar mass is 899.617 g/mol. As for the total charge: +1. The relative energy (zero: lowest compared OMol25 entry of this formula, charge and spin) comes out at 93.0 kcal per mole. The total energy comes out at -3338.01791 hartree. The value obtained for the HOMO energy is -9.48 eV. As for the spin multiplicity: 1. The frontier orbital gap comes out at 6.65 eV.

Positions of all 111 atoms, in Å:
Sr 2.297025 -1.740389 -0.120117
C -2.126827 -0.351518 2.270020
C -2.878242 0.240505 3.394417
C -3.531364 1.487238 3.229367
C -3.323303 2.345152 2.029762
C -4.568833 1.848011 4.151070
C -5.232355 3.223002 4.020568
C -4.868304 1.023748 5.245709
C -6.114211 1.300513 6.059743
C -4.152079 -0.135788 5.485398
C -4.501397 -1.058899 6.661348
C -3.114497 -0.493445 4.590765
C -2.081114 -1.539084 5.000371
H -1.059588 -0.027828 2.237026
H -2.540088 -0.041720 1.306366
H -2.156732 -1.466293 2.225677
H -2.534953 1.881564 1.386988
H -3.049293 3.339899 2.273479
H -4.242953 2.371032 1.449979
H -5.727695 3.411194 3.028982
H -4.362035 3.940643 3.996440
H -5.827383 3.439919 4.868617
H -6.202733 2.140457 6.689633
H -6.425407 0.446403 6.656760
H -6.946285 1.438212 5.345711
H -4.740968 -0.456988 7.541407
H -3.529493 -1.535767 6.813897
H -5.267287 -1.804830 6.306609
H -1.605129 -1.324023 5.970233
H -1.337197 -1.616345 4.213835
H -2.584395 -2.539162 5.043571
C -2.060913 9.804560 -7.467340
O -1.525049 8.574879 -7.942053
C -1.178874 7.620636 -7.039654
C -1.327310 7.689510 -5.640461
C -0.729644 6.733812 -4.829403
C -0.188872 5.653789 -5.392301
C 0.072676 5.565668 -6.771624
C -0.439146 6.537082 -7.564821
C 0.223451 4.533693 -4.594197
N 0.533457 3.288202 -5.110483
C 0.745622 2.507332 -4.073715
C 0.663276 3.175504 -2.832800
N 0.263216 4.463564 -3.215009
C 0.853406 2.667331 -1.571891
C 0.475112 3.284699 -0.362676
C 0.527148 2.554889 0.808175
C 1.005964 1.264575 0.766442
N 1.379111 0.610675 -0.428452
C 1.413343 1.390217 -1.514592
C 1.632539 0.641078 -2.733103
N 2.311462 -0.504387 -2.562292
C 2.635759 -1.181325 -3.696579
C 2.197712 -0.856450 -4.984643
C 1.555869 0.363086 -5.161307
C 1.281344 1.166542 -4.034199
H -1.924130 10.452134 -8.300194
H -1.468006 10.192334 -6.613923
H -3.135930 9.624420 -7.156511
H -1.836056 8.542898 -5.258621
H -0.626759 6.943937 -3.732123
H 0.616648 4.716504 -7.105495
H -0.237727 6.504737 -8.627087
H 0.249042 5.276644 -2.599547
H 0.039531 4.299303 -0.339847
H 0.147281 3.016347 1.710516
H 1.006118 0.615395 1.686806
H 3.264050 -2.104217 -3.524905
H 2.351036 -1.594375 -5.817593
H 1.306175 0.780804 -6.154818
C 3.294762 -5.613947 2.244156
P 2.577339 -4.921333 0.690547
C 3.896189 -5.330536 -0.631385
C 1.361001 -6.313614 0.481948
C 1.654732 -7.675338 0.675750
C 0.538697 -8.586003 0.496911
C -0.696616 -8.162380 0.133617
C -0.909531 -6.806831 -0.076893
C 0.097038 -5.863800 0.007323
P 0.004743 -4.234239 -0.718466
C -1.643790 -3.693102 0.075051
C -0.531333 -4.717595 -2.358238
H 4.344743 -5.913049 2.234542
H 2.720633 -6.434249 2.623233
H 3.111637 -4.703843 2.832001
H 3.908626 -6.366301 -0.936389
H 4.852293 -5.074471 -0.222486
H 3.723415 -4.685365 -1.526213
H 2.668556 -7.978181 0.880529
H 0.707361 -9.671580 0.776307
H -1.481764 -8.963018 -0.027793
H -1.941772 -6.486259 -0.189889
H -2.614966 -4.165146 -0.243274
H -1.849095 -2.620700 -0.080235
H -1.486181 -3.833240 1.145332
H 0.066892 -5.582655 -2.665985
H -0.374926 -3.850091 -3.179663
H -1.572311 -5.067149 -2.431450
C 7.061979 0.398124 3.664561
C 6.228736 -0.424962 2.701330
C 6.765590 -1.121354 1.572332
C 5.879183 -1.814297 0.766334
N 4.516269 -1.707822 0.937813
C 4.091846 -1.095514 2.148205
S 2.375834 -1.317911 2.661808
N 4.937100 -0.461952 2.967349
H 6.694175 0.442834 4.680826
H 7.257123 1.361388 3.273971
H 8.071222 -0.009882 3.702672
H 7.835308 -1.022201 1.354690
H 6.122442 -2.473874 -0.032091

Atomic forces in eV per Å
Sr -0.5084 -0.7687 -0.4117
C 1.4558 -0.7283 -1.0699
C -1.6629 0.6827 1.3116
C -1.3836 -0.9528 1.2889
C 0.5647 -1.6262 -0.9776
C 1.0749 0.2817 -0.2425
C 2.1227 -0.0451 -1.7170
C -0.7474 0.5174 -0.2809
C -1.1505 -1.1521 -1.2855
C 0.4978 -0.3488 -0.5125
C 1.0689 0.3128 -1.4196
C 0.5574 0.7176 0.3561
C -1.2476 -1.0291 -0.6347
H -0.4960 -0.3757 0.0845
H -0.0779 0.0153 0.1302
H 0.0845 0.8128 0.3875
H -0.5839 0.7491 0.3896
H 0.3110 1.0256 0.2495
H -0.0997 0.1863 -0.2221
H 0.0248 -0.3948 1.0549
H -0.9285 -0.3491 0.2316
H -0.7859 0.3455 0.4641
H 0.6286 1.2274 0.7993
H 0.2010 -0.0551 -0.0094
H 0.2021 -0.0591 0.1562
H -0.3377 -0.5336 -0.1086
H -0.6026 -0.5295 0.6503
H 0.6220 0.7345 0.8614
H -0.1987 -0.0190 -0.4287
H 0.3179 0.0027 0.2280
H 0.5938 0.5573 0.2409
C -0.5691 -0.9675 1.2352
O 0.0969 -0.6813 0.5761
C 0.7714 -0.3732 0.4941
C 0.1650 0.6473 -1.4367
C -1.1543 2.4202 1.5811
C 1.9026 -2.0338 -0.5970
C -1.1777 0.3117 1.0770
C -0.0766 0.5494 -1.0294
C 0.8544 -3.4123 0.7294
N -1.0828 3.0170 -0.5543
C 1.3052 -0.8428 2.7631
C -1.0468 2.0330 -3.5166
N 0.4064 0.1588 -0.2010
C 0.3814 0.1321 2.0185
C -0.3704 0.2076 -0.1688
C 0.1168 0.8392 -0.4953
C 0.2789 -2.8092 -1.0569
N -0.2642 2.7608 3.7982
C -1.7897 -1.4079 -0.2036
C 0.6182 0.6229 -1.5136
N 0.5141 -0.8378 -2.1655
C -0.0562 -1.0314 1.2615
C 0.0615 -0.3418 -0.4061
C -0.1229 0.4781 -0.0942
C 0.5239 -0.9527 0.6816
H -0.4406 0.7122 -0.4891
H -0.3531 -0.1840 -0.3737
H 1.1208 0.6193 -0.4148
H -0.1567 0.4137 0.5919
H -0.6526 -0.4495 -1.0819
H 0.2709 -0.4186 -0.5120
H -0.1138 0.1762 -0.0830
H -0.1320 -0.4954 -0.3781
H 0.2814 -0.6538 -0.1504
H 0.2055 -0.2831 0.1673
H 0.1834 0.8116 -1.1644
H -0.8208 1.0278 -0.3219
H 0.0742 1.1039 0.8818
H 0.0456 -0.5198 0.6454
C 0.3070 1.4319 -0.0568
P 1.2373 -1.8644 -0.4472
C -1.2416 0.8356 -0.0931
C 0.1000 0.6176 -1.3909
C -2.7536 0.3596 -0.6486
C 3.5368 -1.1037 1.3335
C -1.2717 -0.7436 -0.3040
C -1.3575 0.0591 0.0884
C 1.2937 -1.7573 0.8687
P -2.2079 1.2644 0.7356
C -0.2096 0.5563 -0.4083
C -0.0473 1.1242 -3.0609
H -0.0430 0.3703 -0.1026
H -0.3930 -0.2481 0.2189
H 0.5954 -0.5978 0.7954
H -0.1017 -0.2946 -0.0562
H 0.6171 0.2091 0.2673
H 0.0883 -0.5235 0.4894
H -0.0582 -0.3152 0.3348
H -0.1721 1.3664 -0.7177
H 0.7378 1.4285 0.3990
H 0.0965 0.0595 -0.5912
H 1.2609 -0.1509 0.1556
H 0.3855 -0.2266 0.0162
H -0.2146 -0.0157 0.0374
H 0.1372 0.2824 -0.1369
H -0.3572 -1.9349 1.9322
H 0.2387 0.3020 0.2126
C 0.9002 -1.5491 -0.4948
C 0.0454 -0.0087 -0.4958
C 0.1333 0.4132 0.4894
C -1.8629 1.3826 1.0772
N 1.0527 0.3494 2.3104
C -0.1572 -1.1207 -1.1225
S 1.5037 0.2624 -0.4161
N -0.6232 -0.1637 0.0676
H -0.4781 0.0083 -0.1040
H -0.3252 1.3110 -0.4071
H 0.0899 -0.3351 0.1223
H -0.4757 -0.4978 0.1190
H 0.6786 -0.0913 -0.6742